Record 1
{
  "formula": "C2H5FO3",
  "method": "ωB97M-V/def2-TZVPD",
  "smiles": "OCC(O)(O)F",
  "total_energy_ha": -404.7573,
  "de_lowest_ev": 0.4300,
  "homo_energy_ev": -10.947,
  "symbols": ["C", "C", "O", "O", "O", "F", "H", "H", "H", "H", "H"],
  "xyz": [[0.6711, -0.5489, -0.4321], [-0.7242, -0.1049, -0.0960], [1.5990, 0.4638, -0.1247], [-0.7223, 1.4634, -0.1404], [-1.0925, -0.5928, 1.1660], [-1.6895, -0.4111, -1.0458], [0.7817, -1.4013, 0.1130], [0.6125, -0.9090, -1.4054], [2.3640, 0.3251, 0.3735], [0.0869, 1.8385, 0.2536], [-1.8869, -0.1229, 1.3382]],
  "forces_ev_per_angstrom": [[-0.4, 1.2, 0.7], [-0.3, 4.2, 0.8], [-2.0, 1.2, -2.0], [-1.0, -2.9, 0.2], [1.2, 0.2, -2.1], [1.2, 0.0, 1.1], [0.8, -2.4, 1.9], [0.7, 0.2, -2.3], [1.4, -1.4, 1.2], [-0.2, -0.9, -0.2], [-1.4, 0.6, 0.7]],
  "nbo_charge": [-0.13, 0.81, -0.73, -0.77, -0.69, -0.34, 0.19, 0.19, 0.50, 0.49, 0.49]
}


Record 2
{
  "formula": "C2H5FOS",
  "method": "ωB97M-V/def2-TZVPD",
  "total_energy_ha": -652.4375,
  "de_lowest_ev": 0.5316,
  "homo_energy_ev": -9.976,
  "symbols": ["C", "C", "O", "F", "S", "H", "H", "H", "H", "H"],
  "xyz": [[1.5205, 0.3875, 0.1106], [1.0313, -1.0196, 0.1580], [-1.4348, -0.2456, -0.3760], [-3.9860, 1.3020, 0.0562], [-0.5384, -1.4389, -0.1014], [0.9705, 0.6961, -0.8040], [1.5470, 1.1263, 0.8969], [2.5053, 0.3702, -0.3402], [-3.1958, 0.7675, 0.2410], [1.5805, -1.9455, 0.1588]],
  "forces_ev_per_angstrom": [[0.4, -0.6, -3.0], [-2.2, -0.3, 0.5], [1.0, -1.4, 0.7], [1.7, -1.1, 0.5], [0.1, 1.9, -0.3], [-0.2, 1.0, 0.9], [-0.7, -0.3, 0.5], [0.7, -0.1, 0.4], [-1.5, 1.0, -0.6], [0.7, 0.0, 0.4]],
  "nbo_charge": [-0.69, -0.45, -0.95, -0.58, 1.11, 0.25, 0.26, 0.23, 0.58, 0.23]
}


Record 3
{
  "formula": "C2H5FOS",
  "method": "ωB97M-V/def2-TZVPD",
  "smiles": "CC=O.FS",
  "total_energy_ha": -652.4163,
  "de_lowest_ev": 1.1086,
  "homo_energy_ev": -9.342,
  "symbols": ["C", "C", "O", "F", "S", "H", "H", "H", "H", "H"],
  "xyz": [[1.7050, 0.4511, 0.2075], [0.7780, -0.6329, 0.3398], [-0.0003, -0.8650, 1.2553], [-3.5302, 0.8326, -1.0943], [-3.2695, -0.1848, 0.0960], [2.7001, 0.0819, 0.3081], [1.6926, 0.7642, -0.8361], [1.2984, 1.2608, 0.8208], [-2.1096, -0.3211, -0.4812], [0.7356, -1.3867, -0.6158]],
  "forces_ev_per_angstrom": [[-0.6, 1.6, -0.7], [-2.7, -3.9, -0.9], [1.3, 0.7, -1.2], [-1.4, 1.5, -1.2], [0.1, -0.5, 0.7], [0.9, 0.1, 0.8], [-0.2, 0.2, -0.1], [1.0, 0.1, 0.3], [1.4, -1.0, 0.5], [0.2, 1.3, 1.8]],
  "nbo_charge": [-0.74, 0.45, -0.53, -0.50, 0.42, 0.26, 0.24, 0.25, 0.08, 0.08]
}


Record 4
{
  "formula": "C2H5FOS",
  "method": "ωB97M-V/def2-TZVPD",
  "total_energy_ha": -652.3631,
  "de_lowest_ev": 2.5540,
  "homo_energy_ev": [-8.609, -8.586],
  "symbols": ["C", "C", "O", "F", "S", "H", "H", "H", "H", "H"],
  "xyz": [[-3.1305, -0.8349, -0.4984], [2.7519, 0.4195, 0.4225], [-2.7516, 0.1415, 0.2171], [3.8112, 0.1438, -0.3926], [-1.5227, 1.1642, -0.0673], [-2.6493, -1.1032, -1.4304], [-3.9751, -1.3951, -0.1319], [3.1136, 1.0310, 1.2489], [2.3506, -0.5263, 0.7872], [2.0017, 0.9595, -0.1552]],
  "forces_ev_per_angstrom": [[0.2, 0.8, 0.7], [-0.5, 0.1, 0.4], [-1.7, -2.2, -0.4], [0.8, -0.2, -0.6], [1.4, 1.1, -0.4], [0.3, 0.3, 0.0], [-0.1, 0.0, 0.2], [-0.1, 0.0, 0.1], [-0.1, 0.1, 0.1], [-0.1, 0.0, 0.1]],
  "nbo_charge": [0.17, -0.12, -0.45, -0.37, -0.06, 0.17, 0.17, 0.16, 0.16, 0.17]
}